{"formula": "C15H19AsN11OS3Tc", "method": "wB97M-V/def2-TZVPD", "e_above_lowest_kj_mol": 0.00, "gap_ev": [7.19, 5.94], "spin_multiplicity": 4, "s2": 3.81, "total_charge": 1, "symbols": ["Tc", "As", "S", "S", "S", "O", "N", "N", "N", "N", "N", "N", "N", "N", "N", "N", "N", "C", "C", "C", "C", "C", "C", "C", "C", "C", "C", "C", "C", "C", "C", "C", "H", "H", "H", "H", "H", "H", "H", "H", "H", "H", "H", "H", "H", "H", "H", "H", "H", "H", "H"], "xyz": [[0.34466, 0.02910, -0.11344], [-0.08776, -3.32491, 0.23883], [-0.24099, -0.21066, 2.14432], [2.98201, -0.65502, 3.22928], [2.73741, -0.53194, -0.18248], [-0.06541, -1.87848, -0.63737], [1.61599, 4.73713, 2.19643], [4.09454, 2.84050, -0.33363], [-1.67644, 0.40332, -0.29459], [3.80053, 2.91928, 3.46222], [1.06875, 4.29574, -0.05428], [-2.55616, 0.30566, 0.73507], [1.05680, 2.63112, 1.39222], [0.70988, 2.14336, 0.20761], [-2.76283, -0.14012, 2.94479], [0.15988, 0.52807, -2.21352], [1.26972, 3.88475, 1.17857], [-1.96904, 0.01435, 1.87527], [-1.65391, -3.42655, 1.33285], [-2.10724, 0.70981, -1.46455], [-0.19825, -4.69402, -1.08687], [-1.12930, 0.77448, -2.54995], [0.80685, 0.83568, -4.48160], [3.61363, 1.92018, 2.92521], [1.48045, -3.59182, 1.28944], [0.71592, 3.17203, -0.65114], [-0.50695, 1.10019, -4.83182], [3.33566, 0.68456, 0.87171], [1.10117, 0.55466, -3.15749], [-1.49029, 1.07073, -3.85385], [3.34348, 0.65625, 2.27946], [3.76602, 1.88897, 0.22687], [-0.76626, 1.32872, -5.85672], [-3.16002, 0.90599, -1.63477], [2.33683, -3.68385, 0.62478], [0.47402, 3.10513, -1.69622], [-2.52551, 1.27159, -4.09271], [2.37199, 4.31439, 2.73778], [-0.21722, -5.67227, -0.60884], [-3.73865, 0.09467, 2.86251], [1.90315, 5.60868, 1.76661], [-1.50817, -2.82792, 2.22856], [0.67014, -4.61730, -1.73786], [1.62686, -2.73222, 1.94090], [2.11079, 0.35284, -2.82169], [-1.10616, -4.54784, -1.66836], [-2.35559, -0.21439, 3.86026], [1.35641, -4.50282, 1.87489], [-2.49514, -3.03920, 0.76031], [-1.83308, -4.46759, 1.59918], [1.60031, 0.85171, -5.21440]], "forces_ev_per_angstrom": [[0.16, 0.03, -0.07], [0.01, 0.02, -0.01], [-0.03, 0.03, 0.04], [0.01, 0.01, 0.00], [-0.07, -0.03, 0.01], [-0.02, -0.02, -0.01], [-0.06, 0.05, -0.01], [-0.11, 0.05, 0.03], [-0.02, 0.00, -0.02], [-0.10, 0.07, -0.11], [0.01, 0.02, 0.02], [-0.01, -0.01, 0.03], [0.04, 0.02, 0.00], [0.00, -0.02, 0.00], [0.00, 0.01, 0.02], [-0.05, 0.01, 0.04], [0.00, -0.05, -0.02], [0.02, -0.04, -0.04], [0.01, -0.01, 0.00], [0.00, 0.00, 0.00], [0.01, 0.00, 0.01], [0.00, 0.00, 0.00], [-0.01, 0.00, 0.00], [0.20, -0.13, 0.20], [-0.01, -0.01, 0.01], [-0.03, -0.02, 0.01], [0.00, 0.00, 0.00], [-0.09, 0.08, 0.04], [0.02, 0.00, 0.00], [0.00, 0.00, 0.00], [-0.10, 0.04, -0.10], [0.18, -0.09, -0.04], [0.00, 0.00, 0.00], [0.00, 0.00, 0.00], [0.01, 0.00, 0.00], [0.01, 0.00, 0.00], [0.00, 0.00, 0.00], [0.01, 0.00, 0.01], [0.00, 0.00, 0.00], [0.00, 0.00, 0.00], [0.04, 0.00, 0.01], [0.00, -0.01, -0.01], [0.00, 0.00, 0.00], [0.00, 0.00, 0.00], [0.00, 0.00, 0.00], [0.00, 0.00, 0.00], [0.00, 0.01, 0.00], [0.00, 0.00, 0.00], [0.00, 0.00, 0.00], [0.00, 0.00, 0.00], [0.00, 0.00, 0.00]], "nbo_charge": [0.771, 1.994, -0.091, 0.164, -0.034, -1.054, -0.591, -0.261, -0.185, -0.319, -0.236, -0.415, -0.022, -0.312, -0.769, -0.460, 0.208, 0.305, -0.999, 0.052, -0.989, 0.157, -0.235, 0.281, -1.005, 0.166, -0.125, -0.201, 0.088, -0.211, -0.341, 0.216, 0.242, 0.225, 0.267, 0.230, 0.241, 0.422, 0.256, 0.417, 0.398, 0.268, 0.263, 0.285, 0.241, 0.260, 0.416, 0.256, 0.263, 0.257, 0.247]}



{"formula": "C42H56BBrN2O5PRuS3Sb", "method": "wB97M-V/def2-TZVPD", "e_above_lowest_kj_mol": 23.35, "gap_ev": [6.50, 6.37], "spin_multiplicity": 2, "s2": 0.77, "total_charge": 1, "symbols": ["Sb", "Ru", "Br", "S", "S", "S", "P", "O", "O", "O", "O", "O", "N", "N", "C", "C", "C", "C", "C", "C", "C", "C", "C", "C", "C", "C", "C", "C", "C", "C", "C", "C", "C", "C", "C", "C", "C", "C", "C", "C", "C", "C", "C", "C", "C", "C", "C", "C", "C", "C", "C", "C", "C", "C", "C", "C", "B", "H", "H", "H", "H", "H", "H", "H", "H", "H", "H", "H", "H", "H", "H", "H", "H", "H", "H", "H", "H", "H", "H", "H", "H", "H", "H", "H", "H", "H", "H", "H", "H", "H", "H", "H", "H", "H", "H", "H", "H", "H", "H", "H", "H", "H", "H", "H", "H", "H", "H", "H", "H", "H", "H", "H", "H"], "xyz": [[-4.11621, 1.74278, 3.69221], [-2.99949, -0.77513, 1.60274], [-6.52560, -5.33281, -2.92296], [-3.45098, -0.71384, 3.71685], [-4.39703, 0.99428, 1.06719], [-2.17757, 2.76536, 3.81108], [0.34494, -0.52087, 1.67559], [-2.89351, 3.36922, 0.39668], [-1.17270, -0.24250, 1.45927], [-2.28760, 1.47098, -0.74954], [-2.61019, -1.53750, -0.44482], [-4.68004, -2.22227, 0.90086], [-1.08517, -1.74303, -2.49808], [-1.58972, -2.99276, -4.25370], [2.46941, 3.11852, -2.87098], [0.81240, 1.13571, 5.13325], [-1.97623, -2.54946, -3.03016], [0.09846, 3.73618, -2.43732], [0.64750, -0.78791, 3.44162], [0.51446, -2.54553, -5.61511], [1.15992, -0.95507, -3.34307], [-0.12644, 0.25340, 4.31686], [-4.57452, -2.78723, -0.34785], [1.20296, 0.88105, 0.94394], [2.02315, -1.05971, -4.41367], [-0.55240, 2.52561, -2.15705], [0.80389, 2.96829, -4.73272], [3.30660, 2.06880, 1.77631], [2.75923, 0.85084, 1.03520], [1.21503, 3.76051, -3.48459], [2.36400, -4.30211, 1.32721], [2.85390, 3.37240, 1.11722], [1.04566, -4.05196, 2.05669], [1.70212, -1.84591, -5.53556], [-0.04391, -1.65410, -3.41537], [2.15440, -1.00282, 5.42593], [-3.21000, -2.93005, -2.32851], [2.11309, -0.90614, 3.90105], [-1.25783, 4.87249, -0.73238], [0.66174, -1.95882, 0.61707], [1.67911, 0.30667, 6.08509], [-5.49669, -3.65465, -0.88934], [-0.34774, -2.42892, -4.52907], [0.61018, 2.20921, 1.45735], [-3.44246, -2.41120, -1.05832], [1.55564, 5.18808, -3.91901], [-1.87019, 3.67097, -0.48944], [-4.14822, -3.80480, -2.88544], [1.33862, 3.38020, 0.80700], [0.06425, -3.26061, 1.18846], [2.04840, -2.20452, -0.00399], [-5.96267, -2.29602, 1.55701], [3.00629, -2.99127, 0.88140], [-0.26262, 4.87754, -1.71670], [-1.51341, 2.53355, -1.18085], [-5.27025, -4.15376, -2.17078], [-3.10556, 2.02338, 0.22384], [-6.38283, -3.94773, -0.34653], [2.28516, 2.07019, -2.61100], [0.18147, -1.76967, 3.58674], [2.49602, -1.26693, -0.33635], [-0.77573, -0.29142, 5.00421], [-0.32728, 1.60986, -2.68766], [0.23479, 5.81551, -1.92164], [1.51871, -1.83825, 5.73541], [3.17084, 0.84889, 0.02243], [4.39657, 2.02022, 1.79152], [-0.85703, -3.05210, 1.73919], [-0.78603, 0.87142, 3.71499], [1.25148, -3.51928, 2.98978], [3.42105, 3.51241, 0.19326], [1.59006, 3.04104, -5.48760], [2.53912, 0.89843, 6.40347], [-0.45320, 2.24889, 1.23457], [2.01031, 5.76683, -3.11241], [-1.53228, 5.77103, -0.19567], [3.11871, -0.06421, 1.50813], [0.58626, -5.00147, 2.33589], [1.40216, -0.35195, -2.47497], [0.67048, 5.72189, -4.27077], [-6.16127, -3.31955, 1.86863], [0.02166, -1.62939, -0.20595], [1.86983, -2.79199, -0.91151], [3.16595, -1.24573, 5.75151], [2.69339, -0.04067, 3.58027], [1.17158, 3.32672, -0.27222], [0.69566, 2.27414, 2.54262], [-2.10551, -3.61409, -4.85176], [1.11002, 0.07561, 6.98762], [2.17412, -4.92404, 0.44524], [2.40593, -1.90598, -6.35454], [3.30173, 3.15118, -3.57933], [2.77409, 3.64487, -1.96278], [2.58016, -1.78837, 3.46691], [-1.85809, -1.29597, -1.09539], [1.45011, 1.72230, 4.46623], [0.27360, -3.15204, -6.47786], [3.28402, -2.40028, 1.75594], [-0.22788, -3.88767, 0.33851], [3.92923, -3.18655, 0.33359], [2.27548, 5.15419, -4.73866], [3.04635, -4.86163, 1.96929], [2.96586, -0.52760, -4.39571], [-0.11811, 3.36464, -5.16368], [0.65216, 1.90806, -4.52437], [-4.00167, -4.22087, -3.87322], [-5.89077, -1.65742, 2.42954], [2.98231, 2.04672, 2.82089], [3.11330, 4.20944, 1.76675], [-6.74009, -1.93750, 0.88480], [0.21768, 1.85827, 5.69325], [0.88427, 4.31344, 1.14163], [0.89768, 0.79142, -0.10976]], "forces_ev_per_angstrom": [[-0.56, -0.06, 0.25], [-0.47, -1.85, -0.49], [-0.09, -0.08, -0.05], [-0.35, 0.29, 0.28], [0.65, 0.42, -0.09], [0.16, 0.61, -0.09], [-0.38, 0.16, 0.10], [0.09, -0.09, -0.04], [1.54, 0.71, 0.22], [0.05, 0.14, 0.05], [0.38, 0.17, -0.74], [-0.20, 0.20, 0.37], [0.04, 0.13, 0.15], [0.10, 0.03, -0.11], [0.02, -0.04, -0.01], [-0.02, -0.07, -0.03], [-0.06, 0.01, 0.15], [-0.09, 0.04, -0.09], [-0.05, 0.14, 0.25], [-0.01, 0.02, 0.02], [0.01, 0.07, 0.01], [0.30, -0.24, -0.07], [-0.15, 0.10, 0.15], [-0.05, 0.26, -0.05], [-0.01, -0.04, -0.05], [0.11, 0.06, -0.06], [-0.02, 0.02, -0.03], [-0.02, 0.00, -0.02], [-0.11, 0.05, 0.04], [-0.02, 0.01, 0.03], [0.00, 0.01, 0.01], [-0.08, -0.02, 0.03], [0.01, 0.04, -0.05], [0.01, 0.04, 0.05], [-0.12, 0.16, 0.32], [-0.07, 0.05, -0.01], [0.14, 0.03, -0.21], [-0.03, -0.09, -0.03], [0.11, 0.07, -0.15], [0.09, -0.27, 0.00], [-0.01, -0.02, -0.02], [-0.06, -0.06, -0.05], [-0.21, -0.27, -0.14], [0.22, -0.03, 0.02], [0.08, 0.02, -0.12], [0.05, 0.01, -0.01], [-0.21, 0.21, 0.11], [0.10, 0.00, 0.01], [0.11, -0.08, 0.03], [0.11, 0.03, -0.09], [-0.04, 0.05, 0.01], [0.01, -0.05, -0.05], [-0.09, -0.03, -0.02], [-0.16, 0.03, -0.04], [-0.06, -0.30, -0.15], [0.03, 0.06, 0.10], [-0.42, -0.28, 0.04], [0.01, 0.00, -0.01], [0.00, 0.05, 0.01], [-0.06, -0.01, 0.07], [-0.01, -0.04, -0.01], [-0.03, -0.04, -0.01], [0.02, -0.01, -0.02], [-0.03, -0.04, 0.01], [0.01, 0.01, 0.00], [-0.02, 0.01, -0.01], [0.01, -0.02, 0.03], [-0.09, -0.01, 0.06], [0.05, -0.13, 0.01], [-0.03, 0.00, -0.01], [0.00, 0.01, 0.02], [-0.02, -0.01, 0.02], [-0.01, 0.00, 0.01], [-0.01, -0.02, 0.06], [-0.02, -0.02, -0.01], [0.01, -0.03, -0.01], [0.01, -0.01, -0.04], [-0.01, 0.01, 0.03], [-0.02, -0.01, -0.02], [0.02, -0.02, 0.00], [0.00, -0.04, -0.01], [-0.03, -0.09, -0.14], [-0.02, 0.02, -0.01], [0.00, -0.03, -0.01], [0.00, 0.02, 0.01], [0.07, -0.01, 0.20], [-0.02, -0.02, 0.04], [0.01, 0.00, 0.00], [0.01, 0.00, 0.00], [0.02, -0.01, 0.01], [-0.01, 0.01, 0.00], [-0.04, -0.01, 0.02], [-0.01, -0.01, -0.07], [0.02, 0.01, -0.02], [-0.24, -0.12, 0.19], [0.01, 0.01, -0.01], [0.00, 0.01, 0.01], [0.06, 0.00, 0.01], [0.00, 0.04, 0.00], [0.00, 0.00, -0.02], [0.00, 0.01, 0.03], [-0.01, 0.00, -0.01], [-0.02, -0.02, -0.01], [0.03, 0.01, 0.01], [0.01, 0.00, 0.01], [-0.01, 0.02, 0.02], [0.03, 0.01, 0.03], [0.00, 0.00, -0.01], [0.01, 0.00, -0.01], [-0.02, 0.02, -0.03], [0.00, 0.02, -0.03], [0.02, -0.02, -0.01], [0.04, 0.04, -0.02]], "mulliken_charge": [0.465, -0.363, -0.172, -0.639, -0.818, -0.444, 0.050, -0.620, 1.836, -0.880, 1.174, -0.035, -0.349, -0.128, -1.292, -0.468, -0.025, -0.653, 0.305, -1.111, 0.721, 0.516, 0.379, 2.503, -1.479, -0.142, -1.645, -0.908, -1.302, 2.349, -0.995, -1.144, -0.421, -0.730, -0.497, -1.056, 1.164, -0.045, -1.882, 1.776, -0.874, -0.773, 0.600, -1.210, -0.072, -2.238, 1.297, -1.092, 1.108, -1.424, -0.563, -1.064, -0.874, -0.068, 0.518, -0.578, 1.195, 0.643, -0.136, 0.903, -0.057, 0.670, 0.275, 0.388, 0.378, 0.342, 0.619, 0.139, -1.111, 0.018, 0.355, 0.465, 0.365, -0.262, 0.404, 0.478, 0.489, 0.522, 0.665, 0.426, 0.357, -1.347, 0.672, 0.442, -0.031, -1.503, 0.588, 0.251, 0.379, 0.380, 0.424, 0.651, 0.141, -0.083, 0.118, -0.103, 0.449, 0.132, 0.651, 0.512, 0.447, 0.515, 0.529, 0.381, 0.232, 0.495, 0.217, -0.011, 0.329, 0.483, 0.664, 0.793, -1.014]}



{"formula": "C4H9INO", "method": "wB97M-V/def2-TZVPD", "e_above_lowest_kj_mol": 329.25, "gap_ev": 4.88, "total_charge": 1, "symbols": ["I", "O", "N", "C", "C", "C", "C", "H", "H", "H", "H", "H", "H", "H", "H", "H"], "xyz": [[3.73629, 0.41967, -0.12758], [-3.04012, 2.54521, 0.18959], [0.76685, 1.17284, -0.15562], [0.93952, -1.24372, -0.72855], [-2.71438, 1.37609, -0.12206], [1.38422, 0.15404, -0.45008], [0.95090, -1.95934, 0.66413], [-1.84596, 0.92910, 0.18835], [0.02544, -1.10850, -1.25634], [1.18296, 2.04583, 0.13297], [1.84819, -2.43138, 0.90465], [0.87883, -1.37223, 1.53032], [-3.34154, 0.95094, -0.77651], [1.52361, -1.67110, -1.41368], [0.16262, -2.77506, 0.62623], [-2.45743, 2.96762, 0.79420]], "forces_ev_per_angstrom": [[-1.53, -0.49, -0.36], [-1.04, -1.35, -1.10], [-2.22, 0.10, -0.21], [-0.96, 2.54, 3.54], [-0.03, 3.14, 0.99], [3.09, 0.60, 0.62], [-2.23, -1.71, -1.98], [2.41, -1.05, 1.14], [-1.47, -0.26, 0.19], [0.64, -0.30, -0.14], [1.81, -1.04, -0.50], [-1.04, 1.43, 0.84], [-2.41, -1.81, -2.41], [2.76, -1.87, -2.36], [0.85, 1.03, 0.37], [1.37, 1.04, 1.36]], "nbo_charge": [-0.083, -0.448, -0.746, -0.499, 0.473, 0.405, -0.611, 0.215, 0.215, 0.404, 0.242, 0.223, 0.192, 0.246, 0.229, 0.542]}



{"formula": "C4H11N3O2", "method": "wB97M-V/def2-TZVPD", "e_above_lowest_kj_mol": 453.30, "gap_ev": [9.92, 5.17], "spin_multiplicity": 2, "s2": 0.77, "total_charge": 1, "symbols": ["O", "O", "N", "N", "N", "C", "C", "C", "C", "H", "H", "H", "H", "H", "H", "H", "H", "H", "H", "H"], "xyz": [[3.48325, -0.51311, -1.11761], [1.24559, -0.85521, -1.95488], [-2.49206, -0.00150, 1.97020], [-1.63762, 1.88254, 0.60790], [-1.66142, -0.23352, -0.14838], [-1.94465, 0.57634, 0.95132], [2.50131, -1.26001, -1.23825], [2.34466, -2.60938, -0.74193], [-1.77698, 2.86380, 1.62789], [-2.67931, 3.41092, 1.70784], [1.50295, -2.96435, -1.37005], [-0.99928, 3.71503, 1.35773], [-0.78833, -0.74777, -0.33573], [-2.62124, 0.37706, 2.88190], [-1.59001, 2.57129, 2.74409], [1.93815, -2.86558, 0.34666], [3.32217, -3.07882, -0.90173], [-2.40918, -1.05056, -0.20357], [1.44524, 0.32878, -1.95599], [-1.16027, 2.29343, -0.29338]], "forces_ev_per_angstrom": [[-3.58, -2.08, -0.74], [3.56, 5.32, 1.95], [-0.98, -0.08, -0.91], [-0.16, -0.64, 1.44], [-2.37, -4.33, -0.16], [2.23, 1.94, -4.02], [0.76, 4.12, 0.01], [-1.54, -2.10, 1.13], [3.30, 3.05, 2.13], [-1.45, 0.13, -0.63], [0.89, -0.77, 0.15], [-1.41, -1.70, 0.89], [0.26, 1.14, 0.26], [0.42, 0.66, 0.95], [0.10, -0.14, -2.21], [1.23, 1.34, -2.06], [-0.54, -0.44, 0.13], [1.79, 2.19, 0.24], [-0.88, -5.40, -0.43], [-1.66, -2.20, 1.90]], "nbo_charge": [-0.540, -0.760, -0.345, -0.476, -0.744, 0.554, 0.787, -0.764, -0.470, 0.243, 0.248, 0.243, 0.453, 0.399, 0.233, 0.267, 0.273, 0.424, 0.492, 0.484]}